# 1
A cluster of 2 separate species, C9H12BF3NO7PS in total, computed with ωB97M-V/def2-TZVPD.

Computed properties:
highest occupied orbital energy: -7.03 eV
lowest unoccupied orbital energy: -3.99 eV
net charge: 0
spin multiplicity: 1

Each line ends with the Löwdin charge.
Positions of all 35 atoms, in Å:
S -5.641 0.361 -2.023  0.43
P -0.378 1.640 0.453  0.77
F -3.416 1.634 -2.809  0.09
F -3.187 -0.514 -2.686  0.07
F -4.272 0.371 -4.335  0.10
O -5.207 0.484 -0.640  -0.36
O -6.436 1.477 -2.498  -0.34
O -0.932 -1.325 -0.070  0.10
O 1.441 4.199 0.199  0.06
O 3.634 3.923 0.466  0.16
O -6.183 -0.943 -2.361  -0.35
O -1.044 1.486 -0.879  -0.37
N 2.839 -1.023 0.285  0.12
C 0.825 -3.007 2.689  -0.10
C 1.559 -0.499 0.372  -0.02
C 2.556 1.837 0.300  -0.02
C 1.366 0.962 0.376  -0.12
C 0.600 -3.029 1.109  -0.15
C 3.992 -0.277 0.202  0.02
C 3.876 1.176 0.201  0.07
C -4.069 0.469 -3.003  -0.64
C 2.566 3.391 0.316  -0.42
B 0.350 -1.587 0.454  -0.37
H -0.158 -3.210 3.190  0.09
H 1.340 -2.088 3.070  0.07
H 4.803 1.786 0.114  0.13
H 2.945 -2.043 0.307  0.16
H -0.997 -1.859 -0.891  0.15
H 4.976 -0.805 0.144  0.15
H -0.476 2.942 1.011  0.03
H 1.470 -3.548 0.614  0.10
H -0.310 -3.660 0.917  0.12
H 1.174 4.399 1.123  0.13
H 1.486 -3.892 2.929  0.08
H -1.092 0.771 1.353  0.05

# 2
A structure of composition C9H12CoN2O4S, computed with ωB97M-V/def2-TZVPD.

Computed properties:
energy above the lowest of the compared OMol25 structures with the same formula, charge and spin: 0.0 kcal/mol
highest occupied orbital energy (alpha / beta): -16.27 / -17.53 eV
lowest unoccupied orbital energy (alpha / beta): -7.75 / -11.18 eV
net charge: +2
spin multiplicity: 4

Each line ends with the Löwdin charge.
Positions of all 29 atoms, in Å:
Co 0.027 1.000 -1.644  -0.13
S 0.053 -1.329 -0.709  1.01
O 0.070 1.912 1.173  0.24
O 0.053 4.040 -1.532  0.22
O -2.999 1.435 -0.998  0.20
O 3.111 1.399 -1.054  0.20
N -1.215 -1.354 1.576  0.01
N 1.156 -1.307 1.675  0.01
C -1.993 1.120 -1.498  0.04
C 0.050 2.884 -1.842  -0.03
C 0.054 0.066 -3.683  -0.14
C 0.073 1.521 0.092  -0.18
C -1.567 -1.477 3.006  -0.02
C -0.006 -1.314 1.010  -0.71
C 1.400 -1.589 3.100  -0.02
C 2.093 1.102 -1.537  0.04
C 0.050 1.358 -3.990  -0.07
H -2.669 -1.610 3.078  0.12
H 0.979 -0.527 -3.654  0.09
H -1.981 -1.387 0.904  0.14
H 1.976 -1.227 1.068  0.15
H -1.116 -2.394 3.437  0.10
H -1.310 -0.581 3.597  0.11
H -0.884 1.909 -4.165  0.11
H 0.848 -2.498 3.419  0.10
H 2.479 -1.806 3.238  0.12
H -0.871 -0.527 -3.621  0.09
H 1.159 -0.724 3.746  0.11
H 0.980 1.905 -4.193  0.11

# 3
An isolated molecule of C9H12F3OP, computed with ωB97M-V/def2-TZVPD.

Computed properties:
energy above the lowest of the compared OMol25 structures with the same formula, charge and spin: 17.9 kcal/mol
highest occupied orbital energy: -9.52 eV
lowest unoccupied orbital energy: 0.82 eV
net charge: 0
spin multiplicity: 1

Each line ends with the Löwdin charge.
Positions of all 26 atoms, in Å:
P -0.095 0.059 0.294  0.88
F -2.562 -1.547 0.380  0.04
F -0.138 0.300 3.065  -0.01
F 1.035 -2.123 1.143  -0.01
O -0.049 1.206 -0.615  -0.33
C -1.153 -2.254 -1.337  -0.13
C 0.088 -2.319 -2.110  -0.07
C -0.804 0.637 1.912  -0.29
C 2.812 1.032 0.713  -0.08
C 2.700 -0.419 0.898  -0.06
C 1.479 -0.895 0.731  -0.33
C -1.436 -1.470 -0.306  -0.26
C -1.927 1.333 2.095  -0.11
C -2.904 1.409 1.040  -0.12
H 3.584 1.321 0.156  0.04
H 0.550 -3.169 -1.842  0.06
H 3.109 1.514 1.565  0.07
H -3.024 2.458 0.805  0.09
H 1.986 1.593 0.345  0.06
H 0.666 -1.571 -1.807  0.02
H -0.139 -2.300 -3.091  0.06
H -1.809 -3.023 -1.734  0.12
H -2.572 1.014 0.145  0.02
H 3.354 -1.195 1.249  0.12
H -2.323 1.662 3.004  0.11
H -3.953 0.972 1.197  0.13

# 4
A structure of composition C9H12N2, computed with ωB97M-V/def2-TZVPD.

Computed properties:
energy above the lowest of the compared OMol25 structures with the same formula, charge and spin: 125.4 kcal/mol
highest occupied orbital energy: -9.17 eV
lowest unoccupied orbital energy: 0.40 eV
net charge: 0
spin multiplicity: 1

Each line ends with the Löwdin charge.
Positions of all 23 atoms, in Å:
N 1.087 -1.733 -2.186  0.01
N -1.205 -0.251 -4.160  0.17
C -1.642 0.657 -0.712  -0.13
C -0.426 -0.411 -3.360  -0.19
C 0.469 1.462 0.058  -0.09
C -0.187 0.242 -0.701  -0.28
C 0.412 -0.718 -2.238  -0.18
C -1.513 0.386 0.795  -0.27
C -0.571 -0.767 0.341  -0.13
C 1.950 -2.116 -1.136  -0.11
C -0.570 1.473 1.238  -0.16
H -0.975 -1.621 -0.232  0.12
H 0.260 -1.246 1.076  0.15
H -1.143 2.375 1.252  0.10
H -2.344 -0.002 -1.227  0.12
H -2.452 0.165 1.288  0.14
H 0.485 2.569 -0.344  0.14
H -0.204 1.248 2.194  0.09
H -1.834 1.764 -1.072  0.16
H 1.488 -2.121 -0.153  0.05
H 2.343 -3.103 -1.403  0.07
H 1.448 1.454 0.473  0.08
H 2.898 -1.433 -1.203  0.13

# 5
An isolated molecule of C9H12N2, computed with ωB97M-V/def2-TZVPD.

Computed properties:
energy above the lowest of the compared OMol25 structures with the same formula, charge and spin: 0.0 kcal/mol
highest occupied orbital energy (alpha / beta): -6.90 / -8.84 eV
lowest unoccupied orbital energy (alpha / beta): 0.96 / -0.25 eV
net charge: 0
spin multiplicity: 3

Each line ends with the Löwdin charge.
Positions of all 23 atoms, in Å:
N 0.614 2.014 0.555  -0.12
N 0.284 1.971 1.824  0.04
C -0.442 -2.842 0.338  -0.09
C -1.155 1.855 -1.554  -0.09
C -1.143 -1.834 -0.295  -0.03
C 0.679 -0.272 0.063  -0.19
C -1.403 0.460 -1.067  -0.03
C 0.891 -2.578 0.745  -0.11
C -0.604 -0.495 -0.458  -0.19
C 1.403 -1.326 0.582  -0.10
C 1.487 1.032 0.000  -0.18
H 1.781 1.086 -1.092  0.14
H -2.334 0.219 -1.267  0.05
H 2.314 1.043 0.803  0.14
H -2.077 -1.949 -0.739  0.08
H -1.608 2.534 -0.957  0.04
H 1.538 -3.459 1.102  0.13
H 2.433 -1.310 0.926  0.11
H -1.537 2.079 -2.498  0.06
H -0.983 -3.881 0.321  0.13
H -0.125 2.061 -1.799  0.06
H -0.418 2.513 2.260  0.09
H 0.404 1.081 2.207  0.07

# 6
The ion C9H12N2 with charge +2, computed with ωB97M-V/def2-TZVPD.

Computed properties:
energy above the lowest of the compared OMol25 structures with the same formula, charge and spin: 17.8 kcal/mol
highest occupied orbital energy (alpha / beta): -17.58 / -17.57 eV
lowest unoccupied orbital energy (alpha / beta): -10.47 / -10.47 eV
net charge: +2
spin multiplicity: 1

Each line ends with the Löwdin charge.
Positions of all 23 atoms, in Å:
N -0.036 0.236 -0.016  -0.09
N -0.198 -2.100 0.106  0.19
C 2.777 0.117 0.240  0.11
C -2.551 0.718 0.529  0.01
C 0.686 1.308 0.566  0.03
C 0.788 -1.188 -0.003  -0.02
C -0.267 0.588 -1.442  0.08
C 2.166 -1.139 -0.029  0.06
C 1.997 1.247 0.649  0.02
C -1.363 -0.160 0.374  -0.20
C -1.416 -1.547 0.321  0.05
H -3.237 0.223 1.257  0.13
H -0.320 -0.314 -2.067  0.15
H 2.842 -1.988 -0.342  0.17
H -0.133 -3.124 0.126  0.22
H -1.200 1.211 -1.514  0.15
H -2.408 1.812 0.951  0.15
H 3.849 0.046 0.278  0.14
H 2.514 1.930 1.215  0.12
H 0.185 2.249 0.649  0.17
H 0.547 1.123 -1.788  0.10
H -2.940 0.924 -0.445  0.09
H -2.282 -2.174 0.385  0.17

# 7
An isolated molecule of C9H12N2O, computed with ωB97M-V/def2-TZVPD.

Computed properties:
energy above the lowest of the compared OMol25 structures with the same formula, charge and spin: 36.3 kcal/mol
highest occupied orbital energy: -8.83 eV
lowest unoccupied orbital energy: 0.88 eV
net charge: 0
spin multiplicity: 1

Each line ends with the Löwdin charge.
Positions of all 24 atoms, in Å:
O 0.276 -0.977 -1.365  -0.03
N 1.248 0.169 1.455  -0.03
N -2.404 1.298 -0.434  0.06
C -0.876 -0.472 -0.847  -0.27
C 1.934 0.761 -0.812  -0.11
C -1.287 0.839 -0.960  -0.11
C 1.633 -1.037 0.713  -0.18
C -3.147 0.538 0.319  -0.18
C 1.582 1.345 0.571  -0.18
C -1.749 -1.310 -0.062  0.01
C -2.907 -0.807 0.537  -0.06
C 1.567 -0.736 -0.771  -0.28
H 2.995 0.900 -1.075  0.12
H 1.063 -1.918 1.022  0.12
H 0.263 0.209 1.577  0.07
H 2.737 -1.339 0.911  0.14
H 2.490 1.809 0.961  0.10
H 1.261 1.239 -1.538  0.09
H -3.540 -1.416 1.184  0.11
H 2.258 -1.407 -1.254  0.14
H -1.438 -2.380 0.048  0.13
H 0.779 2.109 0.588  0.11
H -0.732 1.617 -1.563  0.13
H -4.005 0.969 0.794  0.10

# 8
A cluster of 2 separate species, C9H12N2O2S in total, computed with ωB97M-V/def2-TZVPD.

Computed properties:
energy above the lowest of the compared OMol25 structures with the same formula, charge and spin: 2.0 kcal/mol
highest occupied orbital energy (alpha / beta): -5.21 / -9.82 eV
lowest unoccupied orbital energy (alpha / beta): 0.39 / -0.53 eV
net charge: 0
spin multiplicity: 3

Each line ends with the Löwdin charge.
Positions of all 26 atoms, in Å:
S -0.883 -1.750 0.510  0.62
O 0.509 -2.010 0.373  -0.30
O -1.812 -2.826 0.574  -0.27
N 2.837 -0.808 0.280  0.00
N -1.057 -0.873 1.943  -0.09
C 2.455 0.279 0.872  -0.22
C -1.198 -0.526 -0.784  -0.29
C -0.365 1.384 -1.916  -0.10
C -0.207 0.484 -0.864  -0.07
C -2.308 -0.511 -1.581  -0.08
C -2.416 0.386 -2.678  -0.04
C 2.758 0.387 2.316  -0.14
C -1.474 0.313 2.055  -0.02
C -1.346 1.338 -2.852  -0.08
H 0.491 0.387 -0.042  0.05
H 2.907 -0.420 2.993  0.05
H -3.282 0.257 -3.462  0.14
H 2.731 -0.691 -0.730  0.10
H -1.664 0.615 3.037  0.06
H -3.168 -1.108 -1.355  0.11
H -1.511 0.946 1.133  0.09
H 3.087 -1.724 0.670  0.12
H 2.126 1.205 2.841  0.08
H 0.264 2.252 -1.983  0.10
H 3.753 0.929 2.265  0.07
H -1.225 2.083 -3.615  0.10

# 9
An isolated molecule of C9H12N2O3, computed with ωB97M-V/def2-TZVPD.

Computed properties:
energy above the lowest of the compared OMol25 structures with the same formula, charge and spin: 40.7 kcal/mol
highest occupied orbital energy: -8.56 eV
lowest unoccupied orbital energy: 0.62 eV
net charge: 0
spin multiplicity: 1

Each line ends with the Löwdin charge.
Positions of all 26 atoms, in Å:
O 3.216 -0.324 -0.798  0.09
O -1.268 0.508 2.366  0.01
O 1.060 -0.518 -1.358  0.09
N 1.946 0.036 0.836  0.16
N -0.340 0.927 3.400  0.13
C 0.857 0.878 2.938  -0.29
C 2.084 1.291 3.688  -0.01
C -0.509 0.154 1.285  -0.18
C -1.048 -0.384 -0.031  -0.03
C 0.358 -2.545 -0.199  0.00
C -0.086 -1.225 -0.874  -0.51
C 2.040 -0.254 -0.507  -0.55
C -0.843 -1.607 -2.180  -0.02
C 0.810 0.327 1.599  -0.14
H 2.758 1.737 2.959  0.08
H 0.776 -2.352 0.822  0.10
H -1.142 -0.772 -2.805  0.09
H -0.523 -3.203 -0.091  0.10
H 1.910 2.057 4.450  0.09
H 2.593 0.414 4.133  0.10
H 2.868 0.011 1.280  0.17
H -1.886 -1.032 0.235  0.14
H -1.724 -2.182 -1.895  0.09
H -1.474 0.426 -0.621  0.13
H 1.052 -3.076 -0.851  0.10
H -0.207 -2.239 -2.814  0.10

Number 1: calculated total energy -54299.6953 eV. Number 2: calculated total energy -69140.4284 eV. Number 3: calculated total energy -29012.2136 eV. Number 4: calculated total energy -12503.2949 eV. Number 5: calculated total energy -12502.6626 eV. Number 6: calculated total energy -12486.7227 eV. Number 7: calculated total energy -14554.1037 eV. Number 8: calculated total energy -27430.7240 eV. Number 9: calculated total energy -18649.1391 eV.